A structure of composition C25H40N7O3ReS2, computed with the ωB97M-V functional and the def2-TZVPD basis.

- Expectation value of S²: 0.75
- HOMO level (spin up / spin down): -15.806 / -15.809 eV
- Total charge: +3
- 2S+1: 2

```
78
C25H40N7O3ReS2 (the ωB97M-V functional and the def2-TZVPD basis)
Re -0.88 0.60 0.23
N -0.10 -4.76 6.13
C -0.37 -3.70 5.37
C 0.21 -3.57 4.08
C -0.05 -2.48 3.30
C -0.90 -1.46 3.80
C -1.48 -1.57 5.08
C -1.23 -2.67 5.85
S -1.25 -0.10 2.91
O -1.72 1.01 3.67
O -0.01 0.23 1.99
N -2.25 -0.29 1.60
C -2.19 -1.53 0.96
N -2.79 -2.64 1.32
C -2.66 -3.66 0.46
C -1.93 -3.57 -0.72
C -1.29 -2.39 -1.01
N -1.41 -1.37 -0.14
H 0.51 -5.49 5.82
H -0.49 -4.85 7.05
H 0.88 -4.34 3.72
H 0.43 -2.37 2.34
H -2.12 -0.78 5.45
H -1.66 -2.75 6.83
H -3.14 -4.59 0.75
H -1.86 -4.42 -1.39
H -0.69 -2.23 -1.89
C -2.08 0.79 -2.56
C -1.91 2.13 -3.25
C -0.68 2.27 -4.14
C 0.66 2.11 -3.42
N 1.10 0.70 -3.34
C 1.38 -0.01 -2.28
S 1.23 0.65 -0.62
N 1.85 -1.25 -2.36
C 2.24 -1.91 -3.62
C 3.57 -1.43 -4.17
C 3.92 -2.13 -5.48
C 5.27 -1.67 -6.04
H -3.02 0.72 -2.01
H -1.24 0.61 -1.85
H -2.04 -0.05 -3.26
H -1.88 2.93 -2.50
H -2.79 2.32 -3.86
H -0.68 3.27 -4.58
H -0.73 1.57 -4.98
H 0.64 2.52 -2.42
H 1.45 2.63 -3.97
H 1.30 0.27 -4.24
H 2.19 -1.65 -1.50
H 1.43 -1.78 -4.35
H 2.28 -2.98 -3.41
H 4.35 -1.61 -3.43
H 3.55 -0.34 -4.33
H 3.13 -1.94 -6.22
H 3.94 -3.21 -5.31
H 5.26 -0.60 -6.24
H 5.49 -2.18 -6.97
H 6.07 -1.88 -5.34
O -1.90 2.23 0.03
C -2.25 3.39 0.53
C -2.14 3.71 1.96
C -3.53 3.19 2.49
C -4.80 3.63 1.72
C -5.02 2.96 0.35
C -4.24 3.60 -0.81
N -2.99 4.17 -0.22
H -2.08 4.79 2.11
H -1.32 3.22 2.47
H -3.60 3.53 3.52
H -3.50 2.10 2.52
H -4.85 4.72 1.64
H -5.64 3.36 2.36
H -6.08 3.00 0.10
H -4.77 1.90 0.43
H -4.77 4.45 -1.25
H -4.01 2.90 -1.60
H -3.14 5.08 0.19
```